# 1
10
Properties=species:S:1:pos:R:3:forces:R:3 method="wB97M-V/def2-TZVPD" molar_mass_g_mol=85.16 total_charge=+1 total_energy_ev=-13003.0607 relative_energy_kj_mol=178.0 gap_ev=9.0 e_lumo_ev=-5.997
C 1.08927 -0.13504 0.93224 -2.47 0.23 -0.84
C 0.60860 0.53712 -1.19668 -2.00 -1.62 0.82
N 1.49262 0.22562 -0.21283 1.55 -0.19 2.13
N -0.57121 0.08122 -1.08822 -1.11 0.22 2.27
Si -0.86955 -0.40713 1.19675 0.11 1.24 -3.27
H 1.73133 -0.44116 1.68688 1.56 -0.45 1.14
H 1.06744 1.02864 -1.96732 0.50 1.35 -2.40
H -1.35049 0.15232 -1.73611 0.61 0.38 -0.40
H -1.31878 -1.68413 0.54001 0.01 0.17 1.22
H -1.87924 0.64254 1.84527 1.23 -1.32 -0.69



# 2
5
Properties=species:S:1:pos:R:3:forces:R:3 method="wB97M-V/def2-TZVPD" smiles="O=N[N+](=O)[O-]" molar_mass_g_mol=76.01 total_energy_ev=-9116.0642 relative_energy_kj_mol=83.3 gap_ev=9.7 e_lumo_ev=-1.202
O 1.42059 0.77989 -0.64831 -1.80 -0.60 0.54
N 0.84130 0.26700 0.25044 4.44 2.78 1.08
N -0.50377 -0.15146 0.12333 -0.64 -1.68 -1.43
O -0.27389 -1.29875 -0.19472 -1.58 -1.07 -0.29
O -1.48422 0.40333 0.46925 -0.41 0.57 0.11



# 3
21
Properties=species:S:1:pos:R:3:forces:R:3 method="wB97M-V/def2-TZVPD" molar_mass_g_mol=181.24 total_charge=+1 total_energy_ev=-24191.0135 relative_energy_kj_mol=200.0 gap_ev=8.6 e_lumo_ev=-3.357
C -1.78390 1.43878 -1.28347 0.14 -1.30 1.09
C -2.37622 1.21755 0.04752 -0.80 2.05 -3.21
C -0.76977 0.73143 -1.82085 -1.63 -0.35 2.08
C -1.97902 0.39565 0.96968 -0.19 -0.24 1.66
C -0.25222 -1.81634 -1.49340 -2.42 2.20 -1.34
C 0.87149 -0.36349 -0.31324 -1.81 -0.03 0.66
C 2.73304 0.52757 1.53065 1.05 1.22 0.45
N 0.49604 -2.48405 -0.74212 0.44 -2.86 0.16
N 1.13517 -1.64245 0.03920 2.93 1.79 1.35
N -0.16545 -0.43024 -1.21445 2.17 -0.58 1.00
N -1.81158 -0.37259 1.85439 -0.19 -1.13 -0.39
S 1.32669 1.13576 0.41546 1.41 -0.95 0.68
H -2.33333 2.17368 -1.88799 0.79 -0.21 0.18
H -3.31617 1.79081 0.08655 0.44 -0.63 0.96
H -0.45843 0.89637 -2.76126 1.10 0.56 -3.16
H 3.56070 -0.05501 0.96080 -1.49 1.27 0.87
H 2.39852 -0.03047 2.43819 -0.12 0.20 -1.00
H 3.14448 1.53332 1.99104 -0.57 -2.02 -1.27
H 1.95969 -1.96031 0.65192 -1.97 0.58 -1.37
H -1.40776 -0.50221 2.75525 0.34 0.47 0.29
H -0.97200 -2.18377 -2.22386 0.39 -0.04 0.28



# 4
23
Properties=species:S:1:pos:R:3:forces:R:3 method="wB97M-V/def2-TZVPD" smiles=Cc1ccccc1.CC molar_mass_g_mol=122.21 total_energy_ev=-9558.5925 relative_energy_kj_mol=153.3 gap_ev=9.9 e_lumo_ev=1.059
C -0.39900 2.52375 -0.21689 0.27 1.93 0.63
C 0.43866 1.46179 -0.82641 -0.68 -0.24 -0.28
C -0.21841 0.26338 -1.20508 1.84 1.00 0.33
C 0.56446 -0.86890 -1.15955 -2.08 -2.22 -1.31
C 1.89681 -0.91823 -0.84250 0.63 1.15 -0.49
C 2.54602 0.29724 -0.63626 2.12 0.28 0.72
C 1.82813 1.51725 -0.70679 0.17 -2.92 0.33
H -1.36398 2.76169 -0.62132 -0.60 -0.50 -0.78
H 0.09048 3.53586 -0.21272 -0.08 -1.01 0.42
H -0.62545 2.17353 0.81408 0.37 0.54 -0.39
H -1.25176 0.27105 -1.52978 0.00 -0.10 0.45
H 0.04110 -1.84773 -1.35916 0.66 1.01 -0.01
H 2.41441 -1.84365 -1.00195 0.31 -0.30 0.61
H 3.69248 0.30662 -0.27198 -2.73 0.06 -1.30
H 2.44076 2.36350 -0.59818 -0.01 1.46 0.49
C -0.78980 -1.54583 1.62422 -1.23 -0.29 0.84
C -2.21582 -1.46358 1.05192 1.30 0.88 -2.36
H -0.88322 -1.04102 2.64254 1.16 -0.69 -1.33
H -0.46918 -2.58544 1.68527 -0.16 -0.16 0.64
H -0.09763 -1.18261 0.86813 0.02 0.89 0.98
H -2.11323 -1.38612 -0.07632 -0.37 -0.31 1.10
H -2.87225 -2.27528 1.25007 -0.48 -0.65 0.48
H -2.65359 -0.51727 1.32864 -0.43 0.19 0.24



# 5
51
Properties=species:S:1:pos:R:3:forces:R:3 method="wB97M-V/def2-TZVPD" s2=0.7554 molar_mass_g_mol=410.67 total_charge=+2 total_energy_ev=-27932.7851 gap_ev="8.6 / 2.8" e_lumo_ev="-6.371 / -12.204" spin_multiplicity=2
Ba 2.27438 -1.57359 1.09494 -0.50 0.98 -0.60
O 0.08111 -0.34440 0.10507 -0.10 -0.50 1.48
H -0.67146 -0.43758 0.72109 0.55 -0.01 -0.16
C 3.03841 1.62782 2.77798 1.34 1.41 -0.51
O 1.98005 0.83077 2.33239 -0.84 -1.30 0.07
H 2.99900 1.97211 3.81143 -0.21 -0.62 0.14
H 3.96930 1.11473 2.53655 0.12 -0.10 0.46
H 3.09259 2.54053 2.18460 -0.07 0.07 -0.12
H 1.30182 1.37770 1.92933 -0.24 0.22 0.14
C -1.21313 -3.65959 1.54334 -1.19 -0.07 -0.61
O -0.16180 -3.14739 0.73815 1.71 0.08 0.42
H -1.64153 -2.78616 2.03496 -0.28 -0.39 0.68
H -1.96189 -4.06416 0.86232 -0.19 -0.04 0.12
H -0.94262 -4.47568 2.21336 0.50 0.44 0.03
H -0.48283 -2.29842 0.42544 -0.02 -0.06 -0.65
C 0.53283 -2.64574 -3.03755 -0.13 -0.02 0.23
O 1.01172 -3.96775 -2.77082 0.04 0.95 0.21
H -0.37364 -2.71076 -3.63934 0.30 0.07 -0.16
H 0.28226 -2.15637 -2.09635 -0.46 0.04 0.29
H 1.29600 -1.98639 -3.45097 -0.01 -0.19 -0.65
H 1.54987 -3.77501 -1.99956 0.31 -0.96 0.01
C 4.21840 1.77414 -0.76045 0.42 0.72 -0.17
O 3.19246 0.84571 -0.49693 0.02 -1.50 1.22
H 3.85788 2.80108 -0.70107 -0.11 0.06 0.27
H 4.98887 1.61949 -0.00510 0.02 0.10 -0.13
H 4.66257 1.69408 -1.75262 -0.04 -0.45 -0.04
H 2.40299 0.95192 -1.03270 -0.39 0.50 -1.06
C -3.73933 0.19227 2.65404 -0.39 1.00 0.85
O -2.58825 0.44263 3.36844 -1.73 -1.33 0.91
H -4.58479 -0.08274 3.28464 0.34 -0.03 0.32
H -3.96130 1.04060 2.00660 -0.04 0.27 -0.36
H -3.61976 -0.62222 1.93962 0.52 -0.81 -0.77
H -1.92652 0.89588 2.84092 1.60 1.12 -1.30
C -2.40513 -0.80448 -2.16709 -0.46 0.51 -1.35
O -2.09837 -1.38904 -0.95250 -0.74 -0.74 0.74
H -1.61450 -0.92766 -2.90725 0.26 -0.31 -0.07
H -3.31702 -1.22092 -2.59504 0.03 0.02 0.27
H -2.48823 0.27899 -2.08172 -0.35 0.29 0.16
H -1.28884 -0.96230 -0.66242 0.76 0.25 -0.17
C -1.49666 2.74436 1.07281 -0.02 0.86 -0.46
O -0.71389 1.73761 1.66818 -0.65 -0.92 1.89
H -1.96619 3.33660 1.85823 0.50 0.27 0.02
H -0.78789 3.30139 0.46006 -0.67 0.62 -0.10
H -2.33929 2.38675 0.48102 0.19 -0.39 -0.35
H -0.38382 1.11969 1.01179 0.30 -0.29 -0.98
C 0.26437 1.84202 -2.73627 0.01 0.11 0.56
O 0.96835 0.78624 -2.09501 1.17 -0.17 -0.73
H -0.72210 1.49510 -3.04386 -0.01 0.24 -0.12
H 0.19985 2.67015 -2.03049 -0.39 0.26 -0.10
H 0.82606 2.20837 -3.59558 0.01 -0.36 0.03
H 0.49964 0.40964 -1.34662 -0.79 0.10 0.19



# 6
9
Properties=species:S:1:pos:R:3:forces:R:3 method="wB97M-V/def2-TZVPD" molar_mass_g_mol=98.06 total_energy_ev=-10216.3508 relative_energy_kj_mol=177.4 gap_ev=11.0 e_lumo_ev=-0.084
O 1.33302 -1.15945 1.86033 -0.19 0.10 0.14
C 0.46631 -1.34658 1.05121 0.82 -0.54 0.69
C -0.03534 -0.24182 0.22550 0.29 0.10 -0.20
N 0.26292 -0.10511 -1.02239 -0.19 0.03 -0.02
C -0.25008 1.14011 -1.26219 -0.96 0.25 -0.02
N -0.82564 1.70890 -0.24935 -0.12 -0.14 0.31
O -0.67927 0.75733 0.78848 0.16 0.62 -0.68
H 0.10320 -2.34654 0.84203 -0.32 -0.46 -0.19
H -0.37511 1.59316 -2.23361 0.52 0.05 -0.03